No. 1
The following is a quantum chemistry calculation of C4H7N3 in the gas phase, from OMol25.

Its structure (SMILES) is Nc1c[nH]c(N)c1. For the energy relative to the best compared isomer or geometry (same formula, charge and spin), the calculation gives 0.156 eV. As for the HOMO-LUMO gap: 8.08 eV. For the HOMO energy, the calculation gives -7.1 eV.

CARTESIAN COORDINATES (ANGSTROEM)
H: 3.109 0.226 0.108
C: -0.004 -0.968 0.083
C: -1.124 -0.195 -0.114
N: -0.735 1.107 -0.220
H: -2.716 -1.004 0.762
C: 1.114 -0.078 0.130
H: 1.129 2.151 -0.011
H: -3.083 0.239 -0.233
N: -2.481 -0.569 -0.123
C: 0.647 1.191 -0.093
H: 0.010 -2.044 0.200
H: 2.676 -1.364 0.130
H: -1.325 1.860 -0.533
N: 2.434 -0.440 0.462

Atomic forces in eV per Å
-0.046 -0.099 0.062
-0.057 0.004 0.050
0.151 0.084 0.100
-0.143 -0.076 0.021
-0.057 -0.049 -0.178
-0.153 0.169 -0.059
0.074 -0.076 -0.193
0.023 -0.137 -0.055
-0.024 0.066 0.047
0.146 -0.038 0.141
-0.006 0.181 0.040
-0.037 0.088 0.022
0.063 -0.095 0.149
0.065 -0.023 -0.146

No. 2
The following is a quantum chemistry calculation of C4H7N3 in the gas phase at a distorted geometry, from OMol25.

Its structure (SMILES) is [H]/N=C(\C#N)NCC. For the energy relative to the best compared isomer or geometry (same formula, charge and spin), the calculation gives 1.440 eV. As for the HOMO-LUMO gap: 9.92 eV. For the HOMO energy, the calculation gives -9.3 eV.

CARTESIAN COORDINATES (ANGSTROEM)
C: 1.495 0.100 0.091
H: -2.300 0.783 -1.257
N: 1.541 -1.146 0.333
H: -0.587 -1.028 -1.013
H: -0.797 -1.041 0.719
H: 2.137 -1.751 -0.169
H: -2.949 -0.584 -0.344
N: 0.242 0.627 -0.033
C: -2.207 0.222 -0.322
H: -2.458 0.876 0.519
N: 3.895 0.953 -0.448
H: -0.007 1.602 -0.005
C: -0.827 -0.383 -0.154
C: 2.782 0.751 -0.194

Atomic forces in eV per Å
-0.180 -0.755 -0.427
0.014 0.014 0.127
-1.456 -0.373 -0.051
0.024 0.189 0.223
-0.076 0.184 -0.100
1.778 -0.210 0.261
0.172 0.168 -0.005
0.162 0.132 0.127
-0.026 0.138 0.010
-0.020 -0.004 -0.100
-1.297 0.105 0.365
0.330 -0.032 0.071
-0.124 0.001 0.082
0.698 0.444 -0.583

Q: HOMO-LUMO gap of number 1 (C4H7N3)?
A: 8.08 eV